The following is a quantum chemistry calculation of a structure of composition C18H29INO16S2 in a non-equilibrium geometry, from the Open Molecules 2025 dataset.

Element x y z (Å)
C: 2.534 -2.894 -0.664
C: 1.015 -3.237 -0.890
S: -0.056 -1.793 -0.514
O: -0.021 -1.395 0.912
O: 0.517 -0.673 -1.334
N: -1.601 -2.043 -1.137
S: -2.230 -3.486 -0.582
O: -1.968 -4.648 -1.464
O: -1.931 -3.802 0.837
I: -4.658 -3.105 -0.688
H: 2.755 -2.745 0.403
H: 3.145 -3.721 -1.061
H: 2.816 -1.962 -1.175
H: 0.906 -3.387 -1.978
H: 0.717 -4.151 -0.363
C: -0.716 -3.525 6.439
C: -0.594 -3.736 4.939
C: -0.614 -5.173 4.494
O: 0.107 -5.115 3.265
C: 0.966 -4.072 3.361
O: 1.837 -3.851 2.591
O: 0.691 -3.316 4.454
H: -0.564 -4.454 6.995
H: 0.015 -2.800 6.796
H: -1.712 -3.162 6.694
H: -1.348 -3.146 4.412
H: -1.621 -5.557 4.334
H: -0.076 -5.841 5.175
C: -1.509 0.720 -5.400
C: -1.072 -0.699 -5.717
C: 0.051 -1.222 -4.867
O: 0.642 -2.208 -5.728
C: 0.406 -1.811 -7.000
O: 0.915 -2.291 -7.963
O: -0.487 -0.791 -7.032
H: -0.789 1.233 -4.760
H: -1.628 1.308 -6.310
H: -2.459 0.715 -4.866
H: -1.934 -1.372 -5.697
H: -0.296 -1.668 -3.936
H: 0.810 -0.468 -4.642
C: 1.986 0.845 2.657
C: 2.305 2.182 2.011
C: 1.252 2.700 1.071
O: 2.022 3.539 0.195
C: 3.278 3.028 0.167
O: 4.123 3.365 -0.599
O: 3.439 2.087 1.128
H: 1.150 0.345 2.163
H: 2.842 0.173 2.617
H: 1.705 0.982 3.702
H: 2.554 2.922 2.780
H: 0.477 3.274 1.575
H: 0.786 1.914 0.470
C: -1.025 7.018 -1.305
C: -1.824 6.210 -0.297
C: -1.301 6.255 1.114
O: -1.782 5.020 1.652
C: -1.890 4.154 0.607
O: -2.077 2.991 0.718
O: -1.748 4.804 -0.575
H: -0.055 7.321 -0.907
H: -0.847 6.446 -2.215
H: -1.559 7.931 -1.572
H: -2.881 6.494 -0.339
H: -1.682 7.101 1.684
H: -0.208 6.247 1.165

Properties
HOMO energy   -6.28 eV
Total charge   -1
Largest force on an atom   3.62 eV/A